(1)
Entry from the OMol25 dataset: the ion C17H9F3N3O4S with charge -1 at a distorted geometry (ωB97M-V/def2-TZVPD).

```
! RIJCOSX wB97M-V def2-TZVPD def2/J DEFGRID3
* xyz -1 1
S -2.37720 0.43960 -4.20657
C 2.98722 -1.57718 2.82798
C -0.23492 0.93913 -2.82051
O -0.27139 0.46101 3.49892
C 0.85925 -1.39351 1.66471
F -2.52501 2.79470 -5.52121
C 0.79446 -2.78940 1.58186
H -1.66280 1.91850 2.01529
C -0.04250 0.94238 0.84084
C -1.14204 2.45414 -1.26404
H -2.33421 3.54327 0.21661
C 3.79729 -3.78743 3.57029
H 1.69247 -4.66451 2.19438
N -1.35640 1.60324 -3.35938
H -0.05344 -3.26701 1.08174
C -0.32706 -0.53620 1.28176
C 2.01302 -0.80469 2.20785
F -0.79493 1.56758 -6.09090
H 3.82773 -1.08573 3.31768
O -2.00486 -0.88231 3.15241
F -2.81011 0.99776 -6.79472
H 2.13663 0.27328 2.17202
C -1.19336 1.89377 1.03089
C -2.11192 1.51224 -5.73893
C 0.48799 0.83087 -0.52307
O -3.12708 2.91045 -2.58955
N -0.95172 -0.32836 2.81628
C -1.60574 2.74313 0.03865
C 1.78038 -3.57203 2.19168
H -1.12943 -1.11149 0.80716
H 1.26210 0.09199 -0.73882
O 0.28682 -0.06039 -3.28208
C 2.85223 -2.96813 2.86030
N 4.56084 -4.48347 4.12189
H 0.81779 1.39600 1.37209
C -0.07945 1.55968 -1.50684
C -2.02066 2.43910 -2.42669
*
```

Values from the calculation:
Frontier orbital gap: 5.06 eV
E_HOMO: -0.1203 Eh
SMILES: N#Cc1ccc([C@H]([C@@H]2C=CC3=C([O-])N(SC(F)(F)F)C(=O)C3=C2)[N+](=O)[O-])cc1
F_max: 3.71 eV/A

Results of the Löwdin charge analysis, in e, for atoms 1 through 2: 1.09, -0.01



(2)
Entry from the OMol25 dataset: a structure of composition C17H9F9NO5S3 at a distorted geometry (ωB97M-V/def2-TZVPD).

```
! RIJCOSX wB97M-V def2-TZVPD def2/J DEFGRID3
* xyz -1 1
C 1.95925 -0.68376 3.97391
C -3.33694 -0.13632 -1.93700
F 2.73980 -1.73147 -2.52552
H -1.03491 -2.52802 -1.17984
C -2.83134 -1.41180 -1.69719
O 3.39376 -0.28932 5.89269
C 2.48187 -2.88413 8.11659
C -1.49712 -1.55209 -1.34516
O 2.08139 1.67314 -0.84366
F 1.76014 -4.04408 8.17993
C -1.24528 0.89330 -1.47326
H -3.48824 -2.28208 -1.74776
C 0.47310 0.18110 1.82400
H -0.10010 0.44741 0.91385
N 1.52797 -1.73346 5.96138
F -5.60288 0.18278 -1.20668
C 2.45902 -0.84183 5.34045
O -0.57390 -3.04069 5.15085
F 2.98602 -2.62292 9.36086
H -0.65829 1.81624 -1.40606
F 3.49868 -1.04127 -0.56533
C 0.62521 -1.03342 3.85981
C -4.78740 0.00587 -2.30211
H 2.23510 1.23830 1.20269
C 2.57365 0.15506 3.02572
H 3.60745 0.44164 3.18550
C 1.79781 0.58724 1.94791
S 1.37515 -1.50304 7.67493
H -3.04240 2.00966 -1.87933
F 4.10331 0.01026 -2.42586
F -5.00582 1.08246 -3.11824
F 3.51606 -3.07900 7.26683
C 0.58629 -0.43204 -0.54876
C -0.71184 -0.39244 -1.18078
O 1.19124 0.68504 -2.95372
F -5.25245 -1.09919 -2.96032
O -0.84256 -0.69835 6.03132
H 0.98309 -1.37451 -0.13429
C -2.58033 1.02370 -1.78191
C 3.09650 -0.63764 -1.80285
H -1.20214 -0.88967 2.71265
C -0.15987 -0.60196 2.78653
S 1.66132 0.50647 -1.60404
S -0.08503 -1.70398 5.33447
*
```

Values from the calculation:
Frontier orbital gap: 6.08 eV
E_HOMO: -0.1517 Eh
F_max: 3.82 eV/A

Results of the Löwdin charge analysis, in e, for atoms 1 through 2: -0.15, -0.16



(3)
Entry from the OMol25 dataset: the molecule C17H9I2NO2 at a distorted geometry (ωB97M-V/def2-TZVPD).

```
! RIJCOSX wB97M-V def2-TZVPD def2/J DEFGRID3
* xyz 0 1
C -1.97919 1.63012 0.73640
C -1.26893 3.82713 1.50267
C -0.03887 0.50176 0.43926
C -0.33754 -2.78395 -2.47838
I -4.94243 0.70115 0.09864
H 0.66226 -4.48729 -3.31322
C -3.60919 3.35562 1.26623
I -3.08137 6.30533 2.26337
O -1.44666 0.41636 0.38544
H 4.07916 -1.37138 1.34403
H 1.24810 2.20370 0.97425
C 3.08263 -2.45994 -0.23331
H -1.18688 -2.96646 -3.10377
H -1.14552 -1.07797 -1.45380
C 0.84719 -1.58987 -0.77136
O 4.12531 -3.31398 -0.45300
C -3.31589 2.07989 0.83994
C 0.25855 1.75960 0.86606
C 2.19533 -0.47032 0.90762
H -0.46624 4.49969 1.79048
H -4.65547 3.59736 1.37811
H 2.36274 0.29006 1.65762
H 3.80712 -3.93250 -1.12521
C 3.19645 -1.42731 0.70500
C -0.96428 2.49842 1.04127
C -2.60683 4.25127 1.60601
C -0.28296 -1.72921 -1.54033
C 0.73038 -3.65911 -2.62814
C 1.00581 -0.54732 0.17160
C 1.88865 -2.55838 -0.96617
N 1.83855 -3.54245 -1.90732
*
```

Values from the calculation:
Frontier orbital gap: 7.54 eV
E_HOMO: -0.2952 Eh
SMILES: Oc1ccc(-c2cc3cc(I)cc(I)c3o2)c2cccnc12
F_max: 3.26 eV/A

Results of the Löwdin charge analysis, in e, for atoms 1 through 2: -0.28, -0.06



(4)
Entry from the OMol25 dataset: a structure of composition C18H10Cl2CrN3O2S2Se3Te (ωB97M-V/def2-TZVPD).

```
! RIJCOSX wB97M-V def2-TZVPD def2/J DEFGRID3
* xyz -2 4
C 3.08954 1.31093 -1.85144
C -1.81173 2.63463 0.46975
O -0.64789 -0.90143 -1.96184
Cr -1.87350 -2.28845 -0.91015
C 0.53324 3.01591 0.17950
N -2.50351 -4.61423 4.62318
C 0.48431 3.97318 1.19245
H 2.68033 -1.61937 0.57282
H 0.21125 1.49192 -2.02950
C 0.58401 -4.11118 3.18627
C -0.63329 2.36035 -0.22361
C -0.68170 1.43486 -1.41235
C -1.14718 -3.46708 1.56881
C -0.78082 -3.95145 2.82611
H -1.51495 1.74632 -2.05125
Se -1.75877 -4.26819 -2.34822
Se -4.03216 -1.25250 -1.76006
H 1.40686 4.45573 1.49630
C 2.34821 1.51808 -0.68037
Se -4.80959 -2.53967 -3.56458
H -0.72186 4.99910 2.63075
C -0.70317 4.25937 1.83907
Cl 3.28825 2.64747 -2.96065
Cl 1.49402 0.58583 1.73591
C 3.50707 -0.97262 -1.30775
N 1.77742 2.76292 -0.43803
H 3.92422 -1.93931 -1.55441
S 0.01919 -3.02956 0.38051
C -0.98755 -0.02580 -1.12284
C 2.25806 0.42602 0.19149
C 2.80955 -0.80492 -0.12549
O -1.67951 -0.34257 -0.11731
H -2.70576 2.09468 0.18568
N 1.69342 -4.23389 3.48644
C 3.66757 0.09904 -2.17092
C -1.74700 -4.31185 3.80389
S -2.77532 -3.24800 1.06953
C -1.85621 3.56807 1.49083
Te -4.18473 -4.77985 -2.61542
H -2.78750 3.75728 2.00960
H 4.21083 0.00008 -3.10040
H 2.35635 3.56011 -0.63231
*
```

Values from the calculation:
Frontier orbital gap (alpha / beta): 5.47 / 5.52 eV
E_HOMO (alpha / beta): -0.0642 / -0.0663 Eh
F_max: 0.78 eV/A

Results of the Löwdin charge analysis, in e, for atoms 1 through 2: -0.59, -0.02



(5)
Entry from the OMol25 dataset: a structure of composition C18H10Cl5NPd at a distorted geometry (ωB97M-V/def2-TZVPD).

```
! RIJCOSX wB97M-V def2-TZVPD def2/J DEFGRID3
* xyz 0 1
C -0.76094 1.77868 -2.12679
Pd 0.45473 0.69591 -0.73741
C -2.29575 -1.94527 1.56129
C -1.16882 -3.45606 3.02861
H 4.44952 -0.60964 2.93803
C 0.14723 2.52968 -2.84036
Cl -3.34361 1.15037 -1.58481
C 1.66125 -0.65016 0.23768
C 0.03337 -2.85392 2.70403
H 3.17750 0.08403 -1.07093
C -2.34810 -2.99583 2.45913
C 2.94016 -0.22035 -0.05475
N -1.13177 -0.24682 0.28270
H -3.20437 -1.58346 1.09262
C 1.40713 -1.15029 1.51082
C -0.15852 3.45714 -3.81901
H -1.18548 -4.28988 3.71797
C -1.50601 3.68244 -4.09285
Cl -1.96108 4.82231 -5.29651
Cl 1.82019 2.24141 -2.36729
C -1.08688 -1.33864 1.24332
Cl 1.07604 4.30732 -4.66354
C -2.47672 2.97038 -3.38756
C 2.41634 -1.11243 2.47744
H 2.19974 -1.44035 3.48720
H 4.94721 0.16973 0.62412
H 0.95203 -3.24249 3.12238
H -3.29627 -3.45660 2.70032
H -1.64461 0.54567 0.65622
H -1.62930 -0.54493 -0.55095
C 3.68341 -0.63177 2.17379
C 3.96157 -0.19345 0.88621
C 0.09969 -1.77118 1.82314
Cl -4.14354 3.26688 -3.70374
C -2.08535 2.03158 -2.43053
*
```

Values from the calculation:
Frontier orbital gap: 7.48 eV
E_HOMO: -0.2952 Eh
F_max: 2.63 eV/A

Results of the Löwdin charge analysis, in e, for atoms 1 through 2: -0.28, 0.72



(6)
Entry from the OMol25 dataset: a structure of composition C18H10ClF3N2O3PdSe (ωB97M-V/def2-TZVPD).

```
! RIJCOSX wB97M-V def2-TZVPD def2/J DEFGRID3
* xyz -2 1
O -1.63046 1.34039 -2.91239
C 0.65030 0.29987 4.14983
C -1.81621 1.66168 -1.73116
C -0.22093 -2.00950 -3.88114
F -3.85348 2.05069 -0.43300
C 1.02842 0.39001 2.79375
H 3.50227 2.69116 3.19751
Se 4.16315 0.78591 -1.55452
C 2.30848 1.90894 4.78546
Cl 0.77064 0.88127 6.80286
F -2.84535 3.80710 -1.20093
H -2.42997 -3.23201 -2.88570
O -1.18191 1.44458 -0.69122
C -0.66299 -2.04509 -2.53682
H -0.16190 -0.36809 4.41549
H 2.78822 2.49307 5.56160
H -0.80018 -2.52644 -4.63839
C 1.26744 1.02796 5.12409
H -3.17401 -3.12973 -0.53018
C 1.61244 -0.63621 -3.18204
H 2.52845 -0.07634 -3.36113
N 0.43800 -0.49084 0.62159
C -1.51421 -1.92161 0.11484
C 2.10899 1.26739 2.41047
C 0.89517 -1.30316 -4.19892
C -3.12540 2.50910 -1.48230
C 2.70315 2.02059 3.48590
F -3.98127 2.53788 -2.52969
H 1.24985 -1.22909 -5.21822
C -2.25408 -2.64648 -0.83665
Pd 2.07119 0.34807 -0.40565
C -0.35041 -1.27776 -0.22893
O 2.57535 1.45647 1.24981
C 0.26048 -0.41857 1.88580
C -1.84429 -2.70913 -2.13843
C 0.09778 -1.35052 -1.58046
H -0.51994 -1.01929 2.36264
H -1.89795 -1.84506 1.12304
N 1.24516 -0.68722 -1.92680
*
```

Values from the calculation:
Frontier orbital gap: 4.21 eV
E_HOMO: 0.0001 Eh
F_max: 0.43 eV/A

Results of the Löwdin charge analysis, in e, for atoms 1 through 2: -0.01, -0.10



(7)
Entry from the OMol25 dataset: a structure of composition C18H10ClI2N4O7Pd at a distorted geometry (ωB97M-V/def2-TZVPD).

```
! RIJCOSX wB97M-V def2-TZVPD def2/J DEFGRID3
* xyz -1 1
C -3.79751 -5.09097 0.06026
N -6.98557 -3.21094 -0.03808
N 0.66563 1.41350 -1.29688
C -5.15381 -4.82708 0.04591
C -5.55963 -3.50720 -0.00930
C 1.98267 1.81725 0.66565
Pd -0.31149 0.04060 -0.09512
O -2.19901 -1.00608 -1.17175
C 1.98181 -2.02587 -0.87357
C -2.26418 -1.65124 -0.11896
C 1.70896 3.55821 -2.67527
H -5.87206 -5.63108 0.07442
C 3.34280 3.87104 0.68611
H -5.00195 -1.44299 -0.12045
H -0.49649 1.00471 -2.92346
O -7.76290 -4.14532 0.03501
I 3.43769 2.24825 3.25477
O 1.58787 0.74142 1.17803
O -1.49546 -1.47650 0.87663
C 3.00960 4.16369 -0.61711
I 3.90026 5.85568 -1.51624
C -4.64489 -2.46058 -0.05628
H 3.69345 -2.40090 0.25235
N -3.34762 -6.47254 0.09227
C -3.28975 -2.74850 -0.02224
O -2.15732 -6.68694 -0.02824
H 4.00209 4.52710 1.23835
C 2.11846 3.34930 -1.34047
H 2.12923 4.38334 -3.23546
Cl -1.60341 1.79324 0.72892
H 0.46967 2.88116 -4.27831
H 3.96522 -2.17347 -1.48762
O -4.18066 -7.34478 0.24286
C 0.26427 1.66200 -2.52217
C 1.57842 2.20774 -0.68244
O -7.32667 -2.05020 -0.13402
C 0.79385 2.72511 -3.25875
H 3.24689 -3.68489 -0.89291
C 3.30107 -2.60774 -0.74208
C -2.85898 -4.06440 0.03655
C 2.84499 2.73412 1.30473
N 0.93889 -1.56592 -0.97568
H -1.80569 -4.30084 0.06397
*
```

Values from the calculation:
Frontier orbital gap (alpha / beta): 5.51 / 5.51 eV
E_HOMO (alpha / beta): -0.1643 / -0.1644 Eh
F_max: 1.48 eV/A

Results of the Löwdin charge analysis, in e, for atoms 1 through 2: -0.12, -0.35



(8)
Entry from the OMol25 dataset: a structure of composition C18H10F3N3O4V at a distorted geometry (ωB97M-V/def2-TZVPD).

```
! RIJCOSX wB97M-V def2-TZVPD def2/J DEFGRID3
* xyz 0 2
C -2.92561 3.35187 -1.30290
C -0.62061 -1.80409 0.63260
O -5.19651 -1.96961 1.84309
H -1.44871 4.80681 -1.88838
H 0.44279 3.32988 -1.41681
C -1.98218 -0.01642 0.07814
H 3.60326 -0.80808 -0.12531
N -0.69684 1.74823 -0.73160
C 2.53447 -3.82409 0.93952
N 1.60898 -1.28233 0.20304
C -3.08540 2.07790 -0.79329
C -1.95780 1.31391 -0.49748
C 0.75922 -2.25244 0.60783
V 0.77154 0.47341 -0.32873
C -2.95360 -1.93197 1.12547
C 3.46230 1.67599 -0.67872
C -1.62932 3.81358 -1.50868
C 1.18438 -3.53220 0.95782
H -3.77976 3.97343 -1.52751
N -0.74319 -0.55187 0.14343
C 3.41193 -2.81605 0.55855
F 4.41971 3.31867 -2.16789
H 4.47710 -2.98200 0.54452
C -3.10658 -0.67613 0.56016
H -4.08575 -0.22598 0.54473
C 2.91198 -1.58130 0.18336
O -3.85624 -3.70451 2.38596
H 0.46167 -4.28156 1.23702
C -0.56049 2.98083 -1.23243
O 2.25264 1.30992 -0.64428
C -1.69892 -2.52027 1.13566
C -4.17895 -2.64144 1.88162
F 4.30326 3.85870 -0.08065
H -1.58628 -3.50012 1.56987
H 2.89748 -4.80053 1.22315
H -4.06820 1.66906 -0.62638
F 2.51893 3.81203 -1.28535
C 3.68855 3.18454 -1.05722
O 4.45077 1.00424 -0.46191
*
```

Values from the calculation:
Frontier orbital gap (alpha / beta): 6.26 / 5.22 eV
E_HOMO (alpha / beta): -0.2867 / -0.2470 Eh
F_max: 3.19 eV/A

Results of the Löwdin charge analysis, in e, for atoms 1 through 2: -0.03, -0.19



no.,molar mass (Da),DFT total energy (a.u.)
1,408.34,-1816.1550
2,574.44,-3177.5392
3,513.07,-1453.8300
4,851.81,-11240.5029
5,523.97,-3175.4682
6,580.12,-4316.3801
7,789.98,-2621.0477
8,440.23,-2400.7877